Here is a structure of composition H26O13 from the OMol25 dataset. Energies are from ωB97M-V with the def2-TZVPD basis set.

Positions of all 39 atoms, in Å:
1 H 0.45379 -1.03559 -1.03164
2 H 0.22569 -0.71199 0.45629
3 H -2.81565 -1.01910 1.40488
4 H -2.17680 -2.00562 2.31123
5 H -1.08130 1.62323 3.40044
6 H 0.05881 1.20511 4.09691
7 H 1.89921 2.75390 -2.44134
8 H 0.61736 3.38358 -2.25471
9 H -0.79498 3.89782 0.15113
10 H -1.73828 2.89624 0.76424
11 H 1.69431 2.45297 3.10652
12 H 1.39577 0.94203 3.19742
13 H 2.87012 -0.33606 -1.14366
14 H 2.65670 -1.15243 0.14693
15 H 2.00479 -0.97339 -4.76005
16 H 1.90972 -1.24240 -6.30503
17 H -1.51056 -0.37078 -1.24576
18 H -1.41021 -0.42390 -2.75106
19 H 0.72194 -4.57361 1.17698
20 H -0.58802 -3.89251 1.38075
21 H -2.57937 0.24851 4.61734
22 H -1.45939 -0.61426 4.21666
23 H 1.42935 -2.53961 -0.54541
24 H 2.76494 -3.29433 -0.94518
25 H -2.27634 1.96634 -3.19306
26 H -1.33356 2.62146 -2.03303
27 O 0.36830 -0.34386 -0.37443
28 O -2.26893 -1.87359 1.36445
29 O -0.84574 1.53377 4.28204
30 O 0.96188 2.58474 -2.61457
31 O -1.32306 3.13696 -0.10403
32 O 1.56170 1.70680 2.53286
33 O 2.68108 -1.27163 -0.78596
34 O 1.38239 -1.03654 -5.53298
35 O -2.02018 -0.11855 -2.07976
36 O 0.41144 -3.68868 1.28404
37 O -1.81473 0.18439 4.01269
38 O 1.82482 -3.40692 -0.93759
39 O -1.85703 2.78752 -2.82454

charge: 0
orbital gap: 7.451 eV
M: 234.195 g mol⁻¹
largest force on an atom: 14.928 eV Å⁻¹
ΔE to the lowest compared entry with this formula, charge and spin: 223.0 kcal/mol

These are the Löwdin partial charges, in e, on atoms 1 to 2:
1 H 0.040
2 H 0.004